The following is a DFT calculation (ωB97M-V with the def2-TZVPD basis set) of a 9-piece molecular cluster, H18O9 overall in a non-equilibrium geometry.

Positions of all 27 atoms, in Å:
H: -2.788 -0.682 1.289
O: 0.060 2.334 2.776
H: 3.663 -1.236 -0.918
H: -0.821 2.993 0.014
O: -0.064 2.484 -0.191
H: 1.367 1.296 1.101
H: -1.501 -0.233 -1.249
O: 1.314 -0.507 -2.539
O: 2.051 1.387 0.404
O: -1.396 0.611 -1.847
H: -0.552 2.155 3.478
H: 1.767 2.340 0.202
O: -1.442 -3.845 -0.043
H: -2.708 0.235 2.540
H: 2.145 -0.897 -2.254
H: -0.968 0.178 -2.595
H: 1.279 0.386 -2.217
O: 2.972 -1.800 -0.535
H: 0.214 3.262 2.656
H: -0.186 -0.823 0.890
H: -1.568 -3.030 -0.525
O: -0.377 -1.123 0.019
H: -1.534 -3.584 0.877
H: -0.164 1.965 -1.061
H: 2.510 -1.184 0.029
O: -3.144 0.141 1.708
H: 0.216 -1.114 -0.725

Energy above the lowest of the compared OMol25 structures with the same formula, charge and spin   301.51 kJ/mol
HOMO level   -10.98 eV
E_tot   -687.9110 Eh
Structure (SMILES)   O.O.O.O.O.O.O.O.O
HOMO-LUMO gap   10.907 eV
Charge   0

Mulliken population analysis, charges in e, atoms 1 to 6: H 0.30; O -0.56; H 0.35; H 0.24; O -0.55; H 0.31

---

The following is a DFT calculation (ωB97M-V with the def2-TZVPD basis set) of H18O9 as an isolated structure in a non-equilibrium geometry.

Positions of all 27 atoms, in Å:
H: -1.155 -0.889 -2.873
O: 0.316 -2.659 -1.524
H: -1.338 -0.339 -1.474
O: 0.272 -0.162 0.390
H: 1.902 -0.860 -0.707
H: 0.459 0.959 -1.342
O: -0.660 2.611 -0.025
O: 0.844 0.945 2.432
H: 1.335 -0.879 1.591
H: -0.831 1.928 0.623
O: -1.104 -1.136 -1.950
O: 0.857 1.807 -1.144
O: 1.682 -1.652 -0.218
H: -0.325 -1.959 -1.644
H: -2.149 1.027 -1.101
H: 0.154 -1.136 2.503
O: -1.559 0.480 -0.583
H: -1.446 3.157 -0.011
H: 1.637 -1.367 0.695
H: -0.379 0.368 -0.070
H: 0.195 2.267 -0.627
H: 0.432 -0.904 -0.193
H: 0.144 0.292 2.412
H: 0.952 -2.299 -0.905
H: -1.912 0.518 0.305
O: 0.965 -1.532 2.185
H: 0.712 1.414 3.255

Energy above the lowest of the compared OMol25 structures with the same formula, charge and spin   1379.00 kJ/mol
HOMO level   -8.22 eV
E_tot   -687.5006 Eh
HOMO-LUMO gap   7.001 eV
Charge   0

Mulliken population analysis, charges in e, atoms 1 to 6: H 0.28; O -1.01; H 0.33; O -0.75; H 0.38; H 0.52